Record 1
Molecular formula: C24H29FN
Method: DFT, ωB97M-V/def2-TZVPD

Last column: natural (NBO) charge in e.
Geometry (Å):
C1 -0.77854 -1.91841 3.96405  -0.4006
C2 0.65325 -1.59144 4.35437  -0.4047
C3 1.19623 -0.37680 3.60247  -0.2011
N1 0.88588 -0.34546 2.19021  -0.4322
C4 1.48283 0.59454 1.38755  0.2394
C5 1.23513 0.67392 0.03721  -0.3348
C6 2.13624 1.37089 -0.90925  -0.4238
C7 3.34558 2.09660 -0.26815  -0.3907
C8 3.06404 2.58355 1.15487  -0.3925
C9 2.52305 1.46648 2.05160  -0.4383
C10 -0.25429 -1.03565 1.63334  -0.1848
C11 -0.85542 -2.16784 2.46431  -0.4074
H1 -1.11228 -2.81322 4.49310  0.2223
H2 -1.44600 -1.09654 4.24315  0.1997
H3 0.72623 -1.37818 5.42413  0.2264
H4 1.30180 -2.45090 4.14807  0.2034
H5 0.81473 0.53755 4.09865  0.1749
H6 2.29033 -0.36358 3.73748  0.2105
H7 0.40298 0.14780 -0.41561  0.1751
H8 2.52982 0.64172 -1.63363  0.2056
H9 1.55756 2.09369 -1.50293  0.1857
H10 4.19789 1.40519 -0.24063  0.2010
H11 3.64181 2.94545 -0.89539  0.2161
H12 3.98033 2.99326 1.59682  0.2192
H13 2.33292 3.40001 1.11926  0.1980
H14 2.12954 1.93653 2.96595  0.2264
H15 3.37547 0.83930 2.36834  0.2158
H16 -1.05502 -0.30053 1.42334  0.1452
H17 0.03668 -1.47363 0.66842  0.1879
H18 -0.32437 -3.09572 2.21577  0.2036
H19 -1.89463 -2.29585 2.14159  0.2059
F1 -3.18583 4.92996 -2.40006  -0.2920
C12 -2.73532 3.65546 -2.17219  0.5050
C13 -3.04709 3.04255 -0.95943  -0.2923
C14 -2.58539 1.75411 -0.74897  -0.0595
C15 -1.80145 1.05249 -1.71797  -0.1964
C16 -1.42588 -0.29283 -1.39769  0.1313
C17 -1.12828 -1.41976 -2.23114  -0.1031
C18 -1.28466 -2.71998 -1.64806  -0.1050
C19 -1.01312 -3.87931 -2.35965  -0.2292
C20 -0.58121 -3.80615 -3.69302  -0.0872
C21 -0.44445 -2.54931 -4.29514  -0.2197
C22 -0.72863 -1.37512 -3.59554  -0.1135
C23 -1.47110 1.75540 -2.90645  -0.0807
C24 -1.96222 3.03653 -3.14621  -0.2839
H20 -3.62809 3.56821 -0.20713  0.2629
H21 -2.85045 1.24341 0.18074  0.2312
H22 -1.78512 -0.59417 -0.40928  0.2282
H23 -1.65716 -2.79357 -0.62243  0.2265
H24 -1.13285 -4.85092 -1.88012  0.2439
H25 -0.35954 -4.71852 -4.25029  0.2432
H26 -0.10969 -2.48325 -5.32969  0.2418
H27 -0.64975 -0.42442 -4.11140  0.2143
H28 -0.82571 1.29513 -3.64317  0.2220
H29 -1.72675 3.55137 -4.07422  0.2610

Properties
LUMO energy   -0.215 Eh
Calculated total energy   -1086.24295 Ha
Total charge   +1

Record 2
Molecular formula: C7H7ClN6O
Method: DFT, ωB97M-V/def2-TZVPD

Last column: natural (NBO) charge in e.
Geometry (Å):
C1 -2.47900 0.03503 3.64712  -0.0129
C2 -1.62576 0.97969 3.17946  0.0175
C3 -1.86584 -1.49898 2.06218  0.0165
C4 -1.19405 -0.45879 1.40419  0.3319
C5 -1.69034 -2.86561 1.53095  0.6363
C6 -0.31434 -1.87378 -0.35666  0.2496
C7 2.21734 0.93142 -2.56962  -0.5147
N1 -2.50453 -1.19002 3.20237  -0.3104
N2 -1.00521 0.71220 1.98096  -0.3951
N3 -0.50322 -0.72596 0.21678  -0.5910
N4 -1.00165 -2.90595 0.23204  -0.6590
N5 1.87089 -0.03320 -1.60028  -0.1507
N6 1.87076 -1.21188 -1.43157  0.0926
O1 -2.11810 -3.83651 2.09381  -0.5133
Cl1 2.59080 -2.17603 -2.93221  -0.2265
H1 -3.19281 0.27046 4.55987  0.2045
H2 -1.35349 1.93425 3.67352  0.2230
H3 3.21868 1.49315 -2.24546  0.2594
H4 2.65305 0.33994 -3.57207  0.2397
H5 1.35294 1.63620 -2.85213  0.2526
H6 -0.52440 -3.79123 -0.05207  0.4309
H7 -0.02273 -0.08856 -0.30048  0.4191

Properties
Energy relative to the best compared isomer or geometry (same formula, charge and spin)   50.54 kcal per mole
LUMO energy   -0.030 Eh
Calculated total energy   -1134.76001 Ha
Total charge   0

Record 3
Molecular formula: C16H3BrClF14NO8Pd
Method: DFT, ωB97M-V/def2-TZVPD

Last column: natural (NBO) charge in e.
Geometry (Å):
Pd1 0.69908 -0.01556 0.31830  1.2020
O1 0.86110 3.43247 1.03383  -0.8301
Cl1 1.93218 2.49512 1.06289  2.5519
O2 3.08837 3.05898 1.67294  -0.8386
O3 1.50211 1.29127 1.83266  -0.8466
O4 2.25338 2.02967 -0.25048  -0.8540
F1 1.32752 -2.80656 -3.21396  -0.3111
C1 0.04160 -2.77421 -2.86313  0.9704
F2 -0.67263 -3.02284 -3.98651  -0.3393
F3 -0.15699 -3.79715 -2.02209  -0.3169
C2 -0.34493 -1.41385 -2.18365  0.0240
O5 0.55582 -1.27188 -1.20129  -0.7320
C3 -1.83466 -1.50648 -1.68102  0.9595
F4 -2.45902 -2.62805 -2.11917  -0.3400
F5 -1.88378 -1.52749 -0.35836  -0.2888
F6 -2.58152 -0.47926 -2.12012  -0.3222
C4 -0.22257 -0.28765 -3.25125  0.9551
F7 -0.19843 0.91334 -2.68730  -0.2941
F8 -1.23218 -0.31133 -4.15469  -0.3373
F9 0.91734 -0.42528 -3.95037  -0.3258
F10 5.42774 -4.38375 3.26935  -0.3226
C5 4.31981 -3.72484 2.85109  0.1861
C6 3.07860 -4.00288 3.40022  0.2592
F11 2.98313 -4.94462 4.36262  -0.3196
C7 1.95163 -3.33301 2.97690  0.2293
F12 0.77501 -3.65579 3.54901  -0.3151
C8 1.97136 -2.32524 1.96966  0.2773
O6 0.90293 -1.73913 1.60393  -0.7214
C9 3.26803 -2.08132 1.43940  0.2622
F13 3.41775 -1.15678 0.47598  -0.3132
C10 4.39573 -2.75476 1.86625  0.2563
F14 5.59359 -2.47374 1.31837  -0.3143
Br1 -4.90988 5.99120 1.64821  -0.0022
C11 -3.99483 4.75893 0.51741  -0.1326
C12 -4.12657 4.88491 -0.85450  -0.0137
N1 -3.51900 4.06508 -1.70071  -0.4245
C13 -2.75559 3.10124 -1.19242  0.0569
C14 -2.57611 2.89483 0.17051  -0.1469
C15 -3.21813 3.75161 1.05493  -0.1688
C16 -1.70463 1.75929 0.71600  0.7823
O7 -1.75941 1.52072 1.91690  -0.6745
O8 -1.03485 1.17720 -0.18851  -0.7870
H1 -4.74025 5.67283 -1.27639  0.1829
H2 -2.24870 2.44597 -1.88876  0.2243
H3 -3.08916 3.59879 2.11734  0.2537

Properties
Energy relative to the best compared isomer or geometry (same formula, charge and spin)   23.52 kcal per mole
LUMO energy (spin up / spin down)   0.139 / 0.139 Eh
Calculated total energy   -5828.27316 Ha
Total charge   -2

Record 4
Molecular formula: C40H66Cl12O21
Method: DFT, ωB97M-V/def2-TZVPD

Last column: Mulliken charge in e.
Geometry (Å):
C1 -1.45343 1.57280 0.86035  -0.0329
C2 -0.95115 0.20156 0.31218  1.9548
C3 0.39086 0.03238 -0.37589  0.8510
O1 1.09087 -0.90035 0.46982  0.1259
C4 0.27398 -1.44859 1.32794  -1.1233
O2 0.40461 -2.36822 2.10774  0.3467
O3 -0.74466 -0.71590 1.45805  0.2683
H1 -2.50709 1.74519 0.64083  -1.0340
H2 -0.84455 2.33717 0.37755  -0.6111
H3 -1.26209 1.70246 1.92557  -1.0118
H4 -1.71246 -0.17794 -0.36935  -0.5301
H5 0.98391 0.93731 -0.50819  0.1706
H6 0.12723 -0.50052 -1.28947  0.5685
C5 -1.13716 2.70382 -2.12293  -0.8790
C6 -0.26584 3.84562 -2.75973  0.3028
C7 -1.12793 4.64531 -3.76476  -0.5105
O4 -1.20558 5.90368 -3.20650  -0.3685
C8 -0.67904 5.97588 -2.03528  0.4865
O5 -0.68422 6.96592 -1.33084  -0.6501
O6 -0.09238 4.83664 -1.74869  -0.2529
H7 -1.55350 1.98521 -2.82888  1.0861
H8 -1.95803 3.23734 -1.64374  -0.6763
H9 -0.52190 2.29527 -1.32128  -0.6334
H10 0.65563 3.47345 -3.20746  0.3059
H11 -2.14179 4.24942 -3.82369  0.1407
H12 -0.59319 4.65470 -4.71453  0.3941
C9 0.25028 -4.77520 2.75741  -1.6917
C10 -0.81667 -5.38158 1.77783  0.0770
C11 -1.41899 -4.37985 0.81584  0.0005
O7 -1.30910 -5.03910 -0.47118  -0.3687
C12 -0.57097 -6.20369 -0.34826  0.4376
O8 -0.29777 -6.89668 -1.29074  -0.6023
O9 -0.24291 -6.34213 0.96812  -0.4417
H13 0.21965 -3.70884 2.98111  0.5398
H14 1.21333 -4.99545 2.29684  0.4671
H15 0.36165 -5.30958 3.70087  0.5449
H16 -1.69520 -5.81188 2.25858  0.4671
H17 -0.86982 -3.44205 0.89957  -0.2743
H18 -2.46779 -4.27349 1.09300  0.4819
C13 2.59342 -3.43200 -4.17587  -1.5444
C14 2.34775 -2.31907 -3.24175  0.2418
C15 1.28278 -1.36302 -3.65635  -0.0157
O10 0.28476 -1.38011 -2.59487  -0.7343
C16 0.64804 -2.24168 -1.61964  -0.2300
O11 0.13975 -2.60719 -0.53435  0.6406
O12 1.83158 -2.75825 -2.03115  -0.2830
H19 2.94617 -3.03092 -5.12603  0.4312
H20 1.64525 -3.81452 -4.55371  0.3642
H21 3.23206 -4.28894 -3.96162  0.3700
H22 3.24065 -1.70454 -3.12689  0.6149
H23 0.82225 -1.59448 -4.61679  0.7750
H24 1.72460 -0.36759 -3.61156  -0.3787
C17 1.90573 -0.26303 3.73949  -0.1283
C18 3.10572 -0.19045 2.72475  0.8946
C19 2.80614 0.71695 1.62869  1.3751
O13 4.10206 1.34909 1.39340  -0.6836
C20 4.75592 1.28120 2.59050  0.4278
O14 5.81981 1.74601 2.92248  -0.6634
O15 4.09493 0.49659 3.36397  -0.5551
H25 1.46996 0.73360 3.80972  -1.6704
H26 2.23108 -0.56269 4.73571  1.1143
H27 1.17236 -0.96931 3.35034  -0.4860
H28 3.61355 -1.09113 2.37983  0.8065
H29 2.04348 1.48326 1.76736  -1.8112
H30 2.66270 0.14450 0.71228  -0.9914
C21 -5.25725 -1.44764 -3.89722  -1.2383
C22 -5.14974 -0.32024 -2.76576  0.0525
C23 -5.26074 -0.62544 -1.33219  -0.6129
O16 -4.10366 -0.10405 -0.72418  -0.0470
C24 -3.26377 0.25756 -1.70230  -0.8265
O17 -2.09510 0.70394 -1.54220  0.8967
O18 -3.79330 0.07454 -2.89348  -0.3463
H31 -5.10385 -0.91535 -4.83597  0.3210
H32 -6.27589 -1.82124 -3.79288  0.3903
H33 -4.46722 -2.15665 -3.64979  0.2828
H34 -5.80860 0.49882 -3.05412  0.4928
H35 -5.37420 -1.69641 -1.16418  0.1531
H36 -6.18327 -0.10597 -1.07293  0.4377
C25 3.34423 -0.60250 -0.96347  -1.2071
C26 3.04763 0.88284 -1.45983  0.0531
C27 3.90451 1.36534 -2.57406  -0.1499
O19 3.00145 1.70229 -3.59161  -0.3785
C28 1.78322 1.70854 -3.18168  -0.2868
O20 0.85268 2.24303 -3.69908  -0.3291
O21 1.71127 1.06653 -1.98453  -0.0878
H37 2.61761 -1.04606 -0.28277  0.1963
H38 4.33529 -0.60762 -0.50972  0.6874
H39 3.26456 -1.12808 -1.91505  -0.1409
H40 3.31285 1.58587 -0.67022  0.0190
H41 4.55914 0.65075 -3.07299  0.2780
H42 4.42270 2.30057 -2.36203  0.4707
Cl1 -2.12096 -1.68560 3.21503  -0.3364
C29 -0.74515 -1.18379 4.33239  0.0089
C30 -1.06405 0.19697 4.84629  2.1290
Cl2 0.21239 0.58863 6.00804  -0.2729
H43 0.14084 -1.15801 3.69800  -0.2473
H44 -0.67092 -1.88004 5.16774  0.6096
H45 -2.05392 0.40454 5.25271  0.5393
H46 -0.96126 0.97245 4.08724  -1.9735
Cl3 -4.50855 -3.73031 -1.97122  -0.2414
C31 -2.83467 -3.48253 -2.35481  -0.9659
C32 -2.19551 -2.12836 -2.03178  0.6092
Cl4 -2.08292 -1.82839 -0.31535  0.0727
H47 -2.70390 -3.75298 -3.40261  0.6540
H48 -2.33490 -4.28752 -1.81599  0.3138
H49 -2.82469 -1.44679 -2.60423  0.6396
H50 -1.18050 -1.98716 -2.40313  0.0224
Cl5 -1.76316 4.55784 0.09054  0.1418
C33 -3.16819 3.98725 0.96610  -0.2842
C34 -4.08952 3.08532 0.12565  0.6461
Cl6 -4.46849 3.86594 -1.47441  -0.2118
H51 -3.76738 4.75673 1.45290  0.5045
H52 -2.73823 3.48086 1.83028  -0.0286
H53 -4.99950 2.97838 0.71607  0.6548
H54 -3.73889 2.08260 -0.11868  -0.4006
Cl7 3.45785 3.29917 -1.39871  -0.2383
C35 2.46587 4.52463 -0.46308  -1.1696
C36 1.09384 3.74154 -0.23517  -0.4708
Cl8 1.35553 2.40763 0.93174  1.7116
H55 2.22210 5.38905 -1.08071  0.4844
H56 2.86883 4.97170 0.44569  0.4263
H57 0.81571 3.23585 -1.15983  -0.4338
H58 0.37747 4.48291 0.11881  0.9810
Cl9 2.57664 2.74120 3.54425  0.0746
C37 1.38910 3.08472 4.82632  0.0295
C38 0.02546 3.58629 4.33403  -1.0337
Cl10 -0.85799 2.47115 3.12853  0.1197
H59 1.79392 3.88171 5.45004  0.5225
H60 1.32716 2.20057 5.46079  -0.0428
H61 0.24109 4.48518 3.75644  0.4267
H62 -0.69236 3.67126 5.14989  0.4847
Cl11 3.09537 -4.50187 0.71403  -0.1957
C39 2.45607 -3.21938 1.79585  0.4764
C40 2.60070 -3.68416 3.28492  -0.4148
Cl12 2.56519 -2.29501 4.47444  -0.2978
H63 1.42620 -2.94937 1.56229  0.1278
H64 3.06669 -2.34713 1.56264  -0.4817
H65 3.58832 -4.13528 3.38082  0.7306
H66 2.01339 -4.51417 3.67769  0.3141

Properties
LUMO energy   0.002 Eh
Calculated total energy   -8664.96095 Ha
Total charge   0

Record 5
Molecular formula: C4HLiO2Tl
Method: DFT, ωB97M-V/def2-TZVPD

Last column: Mulliken spin population.
Geometry (Å):
C1 0.85340 0.81299 0.92808  0.0097
C2 2.04140 0.45680 0.44876  -0.0173
O1 3.08057 0.15532 0.02761  -0.0009
H1 0.87342 1.32104 1.89800  0.0013
O2 -2.56144 -0.19551 -0.62674  -0.0277
C3 -1.45808 0.26061 -0.27778  0.0418
C4 -0.36033 0.56332 0.20144  -0.0617
Tl1 -2.92621 -2.32453 -1.54353  0.7332
Li1 0.45728 -1.05005 -1.05583  0.3217

Properties
Energy relative to the best compared isomer or geometry (same formula, charge and spin)   0.00 kcal per mole
LUMO energy (spin up / spin down)   -0.011 / -0.015 Eh
Multiplicity   2
Calculated total energy   -483.39147 Ha
Total charge   0